# 1
Computed, not measured: a single C5H10S2 molecule, with wB97M-V/def2-TZVPD.

Cartesian coordinates (Å):
C -0.31404 0.98781 -2.40381
C -0.98118 -0.73841 1.17576
C 1.10025 -0.42485 2.44599
C 0.32135 -0.42022 -1.78080
C 0.30362 -0.43407 1.12664
S -1.33391 1.87024 -1.15475
S 1.29950 -0.02924 -0.22451
H -1.08586 0.56372 -3.07006
H -0.55513 1.59579 -0.09449
H -1.56698 -0.96283 2.06475
H -1.63284 -0.52085 0.26667
H 1.00416 -1.35599 3.02552
H 2.14875 -0.19912 2.27606
H 0.66775 0.30888 3.08929
H 0.85277 -1.12889 -2.50129
H 0.32870 1.77957 -2.88071
H -0.55692 -0.89153 -1.36026

Computed properties:
E_tot, Ha: -992.82169
Relative energy (zero: lowest compared OMol25 entry of this formula, charge and spin), kJ/mol: 109.2
Spin multiplicity: 1
E_LUMO, eV: 0.855
SMILES: C=C(C)SCCS
Kohn-Sham gap, eV: 9.2

These are the Löwdin partial charges, in e, on atoms 1 to 5: -0.559 -0.057 -0.122 -0.429 -0.743

# 2
Computed, not measured: a single C5H10S3 molecule, with wB97M-V/def2-TZVPD.

Cartesian coordinates (Å):
C -1.32780 -2.19305 -0.44335
C -0.81640 -1.04497 -0.72823
C 1.20573 1.78535 1.11965
C 0.81938 0.67734 0.11729
C -0.50209 0.12504 0.16737
S 2.04661 -0.81362 0.16152
S -1.86841 1.28285 -0.13601
S -0.93303 -0.37200 2.06466
H -1.57968 -2.93919 -1.14554
H -1.46778 -2.43122 0.56384
H -0.84666 -0.79157 -1.77277
H 0.99905 2.62782 0.47636
H 2.25291 1.48985 1.41236
H 0.39866 1.69383 1.89907
H 0.96797 1.10468 -0.84734
H 3.11081 0.14516 0.02811
H -1.63286 1.71669 1.01620
H 0.23954 -0.95651 2.38613

Computed properties:
E_tot, Ha: -1390.97834
Relative energy (zero: lowest compared OMol25 entry of this formula, charge and spin), kJ/mol: 243.5
Spin multiplicity: 1
E_LUMO, eV: 0.532
SMILES: C=CC(S)(S)[C@@H](C)S
Kohn-Sham gap, eV: 9.8

These are the Löwdin partial charges, in e, on atoms 1 to 5: -0.001 -0.327 -0.118 -0.752 -1.027

# 3
Computed, not measured: a single C5H10Si molecule, with wB97M-V/def2-TZVPD.

Cartesian coordinates (Å):
C 0.42667 1.30958 0.33133
C 0.91521 0.14941 0.01981
C -2.30140 0.98056 -0.40012
C 0.01459 -0.98099 -0.37983
C 2.39393 -0.16671 0.10184
Si -1.71880 -0.59416 0.34772
H 0.69825 2.29494 0.62791
H -2.71523 1.80373 0.15357
H -2.16865 1.17683 -1.45239
H -0.05061 -1.01075 -1.47160
H 0.42109 -1.94462 -0.06741
H 2.56395 -0.83832 0.94269
H 2.97596 0.73994 0.24807
H 2.72387 -0.65792 -0.81178
H -1.61399 -0.50411 1.80709
H -2.56484 -1.75740 0.00310

Computed properties:
E_tot, Ha: -485.84055
Relative energy (zero: lowest compared OMol25 entry of this formula, charge and spin), kJ/mol: 332.2
Spin multiplicity: 1
E_LUMO (alpha / beta), eV: -0.055 / 0.233
Kohn-Sham gap (alpha / beta), eV: 8.5 / 8.8

These are the Löwdin partial charges, in e, on atoms 1 to 5: 0.129 -0.493 -0.118 -0.302 -0.064

# 4
Computed, not measured: a single C5H11BO2 molecule, with wB97M-V/def2-TZVPD.

Cartesian coordinates (Å):
B 1.90767 1.16680 -0.18872
C 0.14458 -0.99757 -0.52168
C 1.66082 -1.21225 -0.06587
C -0.46701 0.42305 -0.04247
C -1.75885 0.65896 -0.81807
C -0.89812 0.19048 1.39698
O 2.46485 -0.02860 -0.11026
O 0.53196 1.39822 -0.27295
H 2.58160 2.17187 -0.35410
H 0.05121 -1.15613 -1.53706
H -0.41931 -1.84788 -0.16453
H 1.56399 -1.59417 0.94796
H 1.98676 -1.89437 -0.87249
H -2.35352 -0.18457 -0.71991
H -1.45198 0.73992 -1.90152
H -2.23593 1.54965 -0.32844
H -1.12180 1.21994 1.97680
H -0.24727 -0.41646 2.06391
H -1.93964 -0.18687 1.51242

Computed properties:
E_tot, Ha: -372.48622
Relative energy (zero: lowest compared OMol25 entry of this formula, charge and spin), kJ/mol: 54.0
Spin multiplicity: 1
E_LUMO, eV: 0.716
SMILES: CC1(C)CCOBO1
Kohn-Sham gap, eV: 11.0

These are the Löwdin partial charges, in e, on atoms 1 to 5: -0.436 -0.080 -0.119 -0.553 -0.028